The following is a quantum chemistry calculation of a structure of composition C11H60N2O23S, from the OMol25 dataset.

The geometry in ORCA input format:
```
! RIJCOSX wB97M-V def2-TZVPD def2/J DEFGRID3
* xyz 0 1
C -3.849 2.765 -0.989
C -3.289 1.816 -2.067
C -1.866 1.373 -1.768
C -1.671 0.293 -0.644
C -2.952 -0.131 0.075
C -0.589 0.802 0.288
C -0.908 1.501 1.494
C 0.075 1.978 2.315
C 1.413 1.782 1.924
N 2.502 2.195 2.603
S 3.759 1.746 1.747
N 3.071 1.028 0.478
C 1.749 1.108 0.715
C 0.697 0.616 -0.101
H -3.332 2.611 -0.043
H -4.912 2.571 -0.845
H -3.716 3.796 -1.295
H -3.963 0.985 -2.268
H -3.227 2.379 -3.001
H -1.317 2.268 -1.465
H -1.378 1.012 -2.675
H -1.264 -0.603 -1.115
H -3.285 0.570 0.835
H -3.765 -0.328 -0.618
H -2.759 -1.073 0.596
H -1.942 1.663 1.758
H -0.194 2.516 3.213
H 0.896 0.096 -1.025
O -3.638 1.556 3.345
H -4.376 1.904 3.867
H -3.156 1.006 3.972
O 1.913 -1.190 -2.817
H 2.325 -0.512 -2.271
H 2.419 -1.150 -3.637
O 4.397 -1.997 -4.076
H 3.883 -2.606 -4.614
H 4.687 -2.549 -3.335
O 3.803 0.999 -2.512
H 3.787 1.331 -1.602
H 4.724 1.031 -2.787
O 1.770 3.159 -1.812
H 2.214 2.389 -2.193
H 1.049 2.763 -1.308
O -1.132 4.901 3.426
H -0.736 5.572 3.995
H -0.621 4.947 2.610
O -5.645 -0.164 4.264
H -4.964 -0.062 3.585
H -5.992 -1.054 4.139
O 5.747 -4.103 -2.548
H 5.829 -5.049 -2.711
H 6.657 -3.801 -2.466
O 5.979 -5.617 -4.966
H 5.106 -5.791 -5.335
H 6.479 -5.256 -5.706
O -4.598 2.638 5.868
H -5.349 2.979 6.364
H -4.121 2.089 6.497
O 3.815 -6.711 -2.113
H 3.837 -5.975 -2.734
H 3.958 -6.294 -1.256
O -0.723 -2.316 -4.582
H -0.304 -1.641 -4.033
H -0.248 -2.278 -5.417
O -7.777 -1.597 2.928
H -7.750 -0.851 2.319
H -8.624 -1.510 3.378
O 6.664 3.575 3.557
H 5.799 3.418 3.169
H 7.171 4.004 2.860
O -3.472 -2.503 -3.534
H -3.448 -2.171 -2.632
H -2.555 -2.457 -3.842
O -3.221 5.433 1.284
H -3.997 5.708 1.783
H -2.741 4.867 1.901
O 2.347 -4.011 -3.391
H 2.044 -4.912 -3.548
H 1.572 -3.553 -3.041
O -9.053 -3.989 1.111
H -8.686 -3.295 1.671
H -8.534 -3.952 0.303
O -3.675 5.407 4.890
H -3.048 5.505 4.164
H -3.924 4.475 4.869
O -1.855 5.333 -1.237
H -1.950 5.605 -0.312
H -0.922 5.454 -1.443
O 6.311 -0.357 2.945
H 5.807 -0.008 2.203
H 5.638 -0.582 3.597
O 7.057 -8.507 -3.562
H 7.090 -7.810 -4.227
H 6.221 -8.353 -3.108
O 6.198 -3.327 3.811
H 6.225 -2.564 3.221
H 6.324 -2.959 4.690
*
```

Calculated values
LUMO level = -1.20 eV
Kohn-Sham gap = 0.3059 Eh